Formula: C6H9N2S
Source: OMol25
Level of theory: ωB97M-V/def2-TZVPD

## Properties
* gap between HOMO and LUMO (alpha / beta): 6.99 / 6.16 eV
* charge: +1
* energy relative to the best compared isomer or geometry (same formula, charge and spin): 96.9 kcal per mole
* E_tot: -20171.978 eV

CARTESIAN COORDINATES (ANGSTROEM)
1 C -0.22099 -2.12326 -0.67723
2 C 0.01759 -2.38557 0.67472
3 C -0.64573 0.18246 1.16053
4 C 0.72774 1.17207 -0.71352
5 C -1.66520 1.18880 1.62909
6 C 1.73121 2.00723 -1.24304
7 N 0.03934 0.68546 0.11095
8 N 0.22840 -3.07167 -1.40539
9 S -0.24077 -1.31398 1.90004
10 H -0.78942 -1.27652 -1.03740
11 H 0.45568 -3.25111 0.93785
12 H -2.63587 0.78563 1.81850
13 H -1.62319 1.96723 0.96855
14 H -1.46810 1.78560 2.62014
15 H 1.93390 2.98309 -0.69671
16 H 1.51388 2.40481 -2.23635
17 H 2.66908 1.33484 -1.39324
18 H -0.02755 -3.07513 -2.41749